(1)
Entry from the OMol25 dataset: C51H42IN3P3V as an isolated structure (ωB97M-V/def2-TZVPD).

ORCA input file:
```
! RIJCOSX wB97M-V def2-TZVPD def2/J DEFGRID3
* xyz 2 3
V 0.24560 0.21891 -0.22528
N -1.32115 0.26740 2.74024
P -1.14199 1.83644 2.09048
C -0.08268 2.75041 3.23861
C 0.48384 3.93952 2.77750
C 1.26768 4.71543 3.61837
C 1.49761 4.29981 4.92099
C 0.93670 3.11798 5.38632
C 0.14370 2.34789 4.55169
C -2.76771 2.58297 2.40001
C -3.82580 1.89982 2.99376
C -5.01589 2.56180 3.26391
C -5.15677 3.90388 2.94233
C -4.10784 4.58385 2.33966
C -2.92167 3.92664 2.06672
P -0.47521 -0.93603 1.95205
C -1.60373 -2.34003 1.93330
C -2.91240 -2.12642 1.49826
C -3.78294 -3.19376 1.36370
C -3.35002 -4.48165 1.65824
C -2.05249 -4.69766 2.09961
C -1.17699 -3.62923 2.23962
C 0.97833 -1.44359 2.88792
C 1.02553 -1.44530 4.27974
C 2.18120 -1.84474 4.93201
C 3.28750 -2.25509 4.19940
C 3.24522 -2.26519 2.81264
C 2.09454 -1.85323 2.15892
H -1.73293 0.08480 3.64908
H 0.30980 4.26734 1.75663
H 1.69986 5.63873 3.25591
H 2.11356 4.89805 5.57910
H 1.11383 2.80193 6.40582
H -0.29475 1.43262 4.92884
H -3.75224 0.84804 3.24391
H -5.83055 2.02754 3.73502
H -6.08197 4.42006 3.16225
H -4.21435 5.63039 2.08495
H -2.10819 4.47308 1.60006
H -3.25268 -1.12110 1.27445
H -4.80046 -3.02620 1.03560
H -4.03017 -5.31677 1.55516
H -1.72250 -5.69788 2.34694
H -0.16718 -3.80323 2.59132
H 0.16323 -1.13929 4.86122
H 2.21891 -1.84208 6.01313
H 4.18561 -2.56878 4.71472
H 4.10650 -2.58412 2.24045
H 2.07949 -1.84727 1.07049
I 2.23086 1.69785 1.01764
C 3.64389 0.63636 -0.09366
C 4.95668 0.73044 0.26751
C 5.93433 0.09747 -0.52329
C 5.55709 -0.55305 -1.66109
C 4.19697 -0.63368 -2.04599
C 3.84158 -1.24405 -3.27112
C 2.53464 -1.28830 -3.65720
C 1.53454 -0.80166 -2.79625
C 1.78696 -0.21765 -1.56930
C 3.17847 -0.07189 -1.22681
H 5.25576 1.29463 1.14125
H 6.97495 0.15923 -0.23678
H 6.29900 -1.01334 -2.30170
H 4.62406 -1.65386 -3.89737
H 2.25493 -1.72506 -4.60694
H 0.51937 -0.91638 -3.14724
N -1.77309 0.38562 -2.69330
P -1.18781 1.60505 -1.68130
C -2.69366 2.48537 -1.24810
C -2.97122 3.76741 -1.71597
C -4.22183 4.32377 -1.49104
C -5.19591 3.60022 -0.81946
C -4.92269 2.32035 -0.35367
C -3.67147 1.76943 -0.55885
C -0.15976 2.69515 -2.66719
C 0.40393 3.80068 -2.02922
C 1.26171 4.63441 -2.72560
C 1.56480 4.36339 -4.05394
C 1.01087 3.25982 -4.68622
C 0.14984 2.42046 -3.99498
C -1.71615 -0.94480 -2.31506
C -2.41847 -1.91223 -3.03815
C -2.24628 -3.23894 -2.71261
C -1.36749 -3.58392 -1.68658
C -0.73669 -2.57012 -1.01225
N -0.92320 -1.26555 -1.28607
H -2.46918 0.61326 -3.39055
H -2.22743 4.32566 -2.27043
H -4.43879 5.31804 -1.85841
H -6.17425 4.03321 -0.65668
H -5.68120 1.75952 0.17574
H -3.45985 0.76763 -0.19540
H 0.17167 4.01481 -0.99045
H 1.69574 5.49511 -2.23426
H 2.23616 5.01495 -4.59698
H 1.24945 3.04980 -5.72014
H -0.26452 1.55071 -4.48811
H -3.06499 -1.60924 -3.85044
H -2.77582 -4.00479 -3.26336
H -1.17999 -4.61276 -1.41835
H -0.03608 -2.78982 -0.21836
*
```

Summary:
**Orbital gap (spin up / spin down)**: 6.87 / 7.55 eV
**Energy relative to the best compared isomer or geometry (same formula, charge and spin)**: 0.3130 eV
**HOMO (spin up / spin down)**: -12.83 / -12.84 eV

(2)
Entry from the OMol25 dataset: a 2-piece molecular cluster, C8H16ClNO5P overall in a non-equilibrium geometry (ωB97M-V/def2-TZVPD).

ORCA input file:
```
! RIJCOSX wB97M-V def2-TZVPD def2/J DEFGRID3
* xyz 1 1
C 2.33939 0.10473 -0.27914
C 2.26871 0.59705 -1.80585
C 0.88804 0.27790 -2.55497
Cl 1.23558 0.47098 -4.37382
P -0.53944 1.42469 -2.10391
N -0.45980 2.06315 -0.47412
C -2.13987 0.42917 -2.43826
C -2.05642 -0.88094 -1.50719
O -2.01815 -0.76557 -0.25185
O -2.06640 -2.18288 -2.06368
H 3.35686 -0.42565 -0.13960
H 2.33907 0.96491 0.48067
H 1.55543 -0.70031 -0.01236
H 2.59035 1.70275 -1.87433
H 3.08568 0.01667 -2.37958
H 0.61724 -0.81561 -2.34985
H -0.61892 2.54847 -3.01649
H -0.55826 3.10130 -0.51355
H -1.33875 1.75112 -0.01941
H -2.17285 0.06539 -3.52242
H -3.08319 1.03730 -2.16643
H -2.96612 -2.34522 -2.45271
C -0.61376 -0.12768 3.27563
C -0.25118 -1.54115 2.93933
O 0.94527 -1.75194 3.67346
C 0.93976 -0.86603 4.70902
O 1.71687 -0.88370 5.61606
O -0.06835 0.04218 4.57527
H -1.69269 0.03514 3.28225
H -0.14846 0.59604 2.59850
H -1.00468 -2.25788 3.27829
H -0.08101 -1.68439 1.87100
*
```

Summary:
**Orbital gap**: 8.81 eV
**HOMO**: -12.90 eV

(3)
Entry from the OMol25 dataset: C49H62N2O5P2S3SiY as an isolated structure in a non-equilibrium geometry (ωB97M-V/def2-TZVPD).

ORCA input file:
```
! RIJCOSX wB97M-V def2-TZVPD def2/J DEFGRID3
* xyz -1 1
Y -0.79148 -0.99876 0.08366
S -2.20762 -2.17613 -2.02335
C -3.68887 -1.30183 -2.29327
C -4.58695 -1.86436 -3.26454
N -5.29590 -2.33047 -4.04317
C -4.00079 -0.12767 -1.68872
S -2.94323 0.67440 -0.57795
C -5.23244 0.54004 -2.01368
N -6.20034 1.10708 -2.27395
C 0.92731 3.52011 -0.49505
C 0.06752 2.96691 -1.62693
P 0.96288 2.57579 -3.18596
C -0.37253 1.81988 -4.19463
C -1.73515 1.89925 -3.90248
C -2.67112 1.24601 -4.69543
C -2.25988 0.49307 -5.78486
C -0.90750 0.40343 -6.08673
C 0.02480 1.05965 -5.29613
C 1.08803 4.26176 -3.90583
C -0.02599 5.01794 -4.26863
C 0.12355 6.29362 -4.78978
C 1.39379 6.83357 -4.95257
C 2.50968 6.09252 -4.59513
C 2.35605 4.81161 -4.07778
C 1.96288 2.49405 -0.02349
P 3.51563 2.44044 -1.04221
C 3.59509 0.71714 -1.67923
C 3.07806 -0.41943 -1.05421
C 3.19362 -1.67353 -1.64479
C 3.82734 -1.80702 -2.87396
C 4.34806 -0.68718 -3.50550
C 4.22935 0.56083 -2.91108
C 4.76535 2.37831 0.31329
C 4.75094 1.41711 1.32738
C 5.70736 1.42824 2.32907
C 6.69847 2.40409 2.33436
C 6.72247 3.36547 1.33776
C 5.76008 3.34963 0.33378
H 0.26079 3.74653 0.33976
H 1.40818 4.46193 -0.77926
H -0.76204 3.64931 -1.83371
H -0.37892 2.02802 -1.28768
H -2.08429 2.44433 -3.03691
H -3.72306 1.31525 -4.44971
H -2.99096 -0.03516 -6.38368
H -0.57717 -0.19122 -6.92950
H 1.08215 0.96960 -5.52439
H -1.01902 4.59711 -4.15509
H -0.75075 6.86757 -5.07127
H 1.51151 7.82998 -5.36066
H 3.50227 6.50797 -4.71894
H 3.22396 4.23250 -3.78569
H 1.48962 1.51200 0.02062
H 2.28124 2.72411 0.99559
H 2.56863 -0.34708 -0.09778
H 2.77262 -2.53903 -1.14991
H 3.90492 -2.78292 -3.33666
H 4.83383 -0.78147 -4.46910
H 4.61082 1.43806 -3.42159
H 3.98103 0.65416 1.34044
H 5.67817 0.67459 3.10603
H 7.44726 2.41174 3.11674
H 7.48988 4.12979 1.33818
H 5.77931 4.10208 -0.44650
C -3.66809 -2.52010 3.75168
C -3.11294 -2.45859 2.33554
C -2.66205 -3.82690 1.84716
C -4.16026 -1.88534 1.39977
O -1.94808 -1.54203 2.30069
Si -0.76201 -1.41729 3.49069
S 0.80324 -0.43432 2.57788
O -1.36312 -0.70677 4.83683
C -1.40197 0.58093 5.45176
C -0.00988 0.94300 5.95113
C -1.91738 1.62794 4.47181
C -2.37090 0.43914 6.61951
O -0.48800 -2.96841 3.93405
C 0.26913 -3.54513 5.00604
C -0.57976 -3.52866 6.27265
C 0.55485 -4.97706 4.57708
C 1.56860 -2.77889 5.21763
H -4.56783 -3.13785 3.74824
H -3.93365 -1.52247 4.10440
H -2.95313 -2.95527 4.44823
H -3.51870 -4.50528 1.84349
H -1.87913 -4.23683 2.48160
H -2.28271 -3.76823 0.82403
H -5.06639 -2.49039 1.47201
H -3.82979 -1.91020 0.36103
H -4.39947 -0.85296 1.65502
H 0.70917 0.90608 5.13241
H 0.30491 0.24646 6.73139
H -0.01071 1.95170 6.37108
H -1.15777 1.86673 3.72842
H -2.17039 2.55140 4.99610
H -2.81379 1.25914 3.96757
H -2.03816 -0.35892 7.28475
H -3.36859 0.19021 6.25447
H -2.42818 1.36845 7.18969
H -1.48775 -4.11623 6.12358
H -0.86636 -2.50864 6.52612
H -0.02339 -3.95928 7.10854
H -0.38171 -5.52334 4.45098
H 1.16019 -5.49115 5.32694
H 1.08291 -4.98521 3.62402
H 1.37339 -1.75609 5.54783
H 2.13896 -2.72905 4.28969
H 2.17387 -3.27555 5.97933
O -0.95614 1.39370 1.15373
H -1.85960 1.49137 1.48348
H -0.39430 1.10386 1.91040
O 0.37072 -0.44472 -1.86284
H 1.27822 -0.65773 -2.12596
H -0.25567 -0.74106 -2.55152
C 1.89554 -5.55656 -0.02874
C 2.03192 -4.70159 1.05521
C 1.32020 -3.50644 1.10210
C 0.45442 -3.07108 0.07761
C 0.36256 -3.97438 -0.99851
C 1.04356 -5.18710 -1.05862
H 2.43795 -6.49434 -0.06783
H 2.69598 -4.96645 1.87248
H 1.46402 -2.88256 1.97572
H -0.28281 -3.75285 -1.84303
H 0.90993 -5.83833 -1.91577
*
```

Summary:
**Orbital gap**: 7.19 eV
**Energy relative to the best compared isomer or geometry (same formula, charge and spin)**: 0.0000 eV
**HOMO**: -5.00 eV

(4)
Entry from the OMol25 dataset: C17H26IIrN6OP as an isolated structure (ωB97M-V/def2-TZVPD).

ORCA input file:
```
! RIJCOSX wB97M-V def2-TZVPD def2/J DEFGRID3
* xyz 2 2
Ir -0.39942 0.97139 -0.98904
C 0.59235 -4.27066 0.77548
N 0.66211 -3.10709 -0.11298
C 1.32636 -3.06498 -1.30446
C 1.11892 -1.82099 -1.82507
N 0.34417 -1.10527 -0.95760
C 0.06831 -1.91048 0.06844
P -1.10675 -1.51118 1.41307
C -2.41049 -0.87261 0.30437
N -2.21393 0.02824 -0.66250
C -3.40735 0.19334 -1.31468
C -4.32894 -0.61967 -0.73110
N -3.69080 -1.28036 0.28258
C -4.31086 -2.27329 1.16433
C -0.46726 0.13802 1.85475
N -0.22452 1.11385 0.97569
C 0.27789 2.19513 1.65010
C 0.33366 1.85628 2.96815
N -0.13095 0.57656 3.08040
C -0.24083 -0.17762 4.33345
H 1.20456 -5.05792 0.34671
H -0.43380 -4.62139 0.85511
H 0.98227 -4.01545 1.75765
H 1.87403 -3.91118 -1.68168
H 1.45668 -1.41655 -2.76024
H -3.53495 0.85282 -2.15478
H -5.37007 -0.77917 -0.95132
H -5.36971 -2.31754 0.92916
H -4.19239 -1.97518 2.20293
H -3.86778 -3.25216 0.99785
H 0.53914 3.11282 1.15028
H 0.66087 2.41979 3.82460
H 0.07765 0.47098 5.14355
H 0.40519 -1.05143 4.30136
H -1.27341 -0.47399 4.49915
C 3.12539 0.95553 -0.54009
C 2.59725 1.69141 -1.75664
C 3.03571 1.09116 -3.07881
C 2.97964 3.16902 -1.70125
O 1.13152 1.70177 -1.74482
H 4.20842 1.06774 -0.49761
H 2.90229 -0.10939 -0.56819
H 2.71047 1.38110 0.37609
H 4.12054 1.17231 -3.15487
H 2.59551 1.63698 -3.91166
H 2.78273 0.03864 -3.17603
H 4.06486 3.25369 -1.63489
H 2.54573 3.65292 -0.82731
H 2.64468 3.69534 -2.59280
I -0.52909 4.53568 -1.14218
C -1.54602 2.66431 -1.12596
H -2.23036 2.76778 -0.28746
H -2.08922 2.59097 -2.06922
*
```

Summary:
**Orbital gap (spin up / spin down)**: 7.32 / 6.09 eV
**Energy relative to the best compared isomer or geometry (same formula, charge and spin)**: 0.6342 eV
**HOMO (spin up / spin down)**: -14.21 / -14.15 eV